No. 1
ORCA calculation (the ωB97M-V functional and the def2-TZVPD basis) on a structure of composition C27H26BIN6O7S4SbW.

```
74
Properties=species:S:1:pos:R:3:forces:R:3:lowdin_charge:R:1
W 0.0247 0.4081 -0.2964 -0.7 -0.5 0.0 1.51
C -3.0488 -1.9480 -0.9862 0.0 0.0 0.0 0.01
C -2.1809 -2.1395 0.2196 0.0 0.0 0.0 -0.27
C -2.4047 -3.1919 1.1103 0.0 0.0 0.0 0.02
C -1.3585 -3.1709 2.0007 0.1 0.0 0.0 -0.26
C -1.0717 -4.0975 3.1337 0.0 0.0 0.0 -0.02
N -0.5640 -2.1460 1.6639 -0.2 0.2 0.1 0.06
N -1.0670 -1.4830 0.5886 0.1 0.0 -0.3 0.04
B 0.8172 -1.8248 2.2370 0.1 -0.1 0.0 -0.53
N 1.8303 -1.9370 1.1137 0.1 -0.2 0.0 0.05
N 1.6984 -1.1747 0.0080 0.1 0.2 0.0 -0.10
C 2.6621 -1.5357 -0.8465 0.1 0.0 0.1 -0.36
C 2.9479 -0.9534 -2.1847 0.0 0.1 -0.1 -0.08
C 3.4169 -2.5570 -0.2647 0.0 0.0 0.0 0.03
C 2.8606 -2.7868 0.9728 -0.1 0.1 0.0 -0.25
C 3.2487 -3.7747 2.0202 0.0 0.0 0.0 -0.02
N 0.8536 -0.3975 2.7598 0.0 0.0 0.1 0.06
N 0.6374 0.6429 1.9255 0.0 0.1 -0.2 -0.09
C 0.6627 1.7584 2.6662 0.1 0.0 0.1 -0.34
C 0.4304 3.1477 2.1926 0.0 0.0 0.0 -0.07
C 0.9373 1.4134 3.9905 -0.1 0.0 0.0 0.03
C 1.0437 0.0399 4.0135 0.0 -0.1 -0.1 -0.25
C 1.3086 -0.8734 5.1628 0.0 0.0 0.0 -0.02
H -3.5415 -2.9007 -1.1813 0.0 0.0 0.0 0.09
H -3.8325 -1.2108 -0.8170 0.0 0.0 0.0 0.08
H -2.5014 -1.6509 -1.8731 0.0 0.0 0.0 0.07
H -3.2136 -3.9002 1.0677 0.0 0.0 0.0 0.11
H -1.8875 -4.8135 3.2185 0.0 0.0 0.0 0.08
H -0.1460 -4.6511 2.9773 0.0 0.0 0.0 0.08
H -0.9822 -3.5670 4.0816 0.0 0.0 0.0 0.08
H 1.0814 -2.5890 3.1162 0.0 0.0 0.0 0.12
H 2.1228 -0.3833 -2.6031 0.1 -0.1 0.1 0.03
H 3.8008 -0.2747 -2.1294 0.0 0.0 0.0 0.01
H 3.1918 -1.7604 -2.8779 0.0 0.0 0.0 0.10
H 4.2576 -3.0619 -0.7084 0.0 0.0 0.0 0.12
H 4.1348 -4.3136 1.6883 0.0 0.0 0.0 0.08
H 3.4782 -3.2912 2.9699 0.0 0.0 0.0 0.08
H 2.4564 -4.5015 2.2022 0.0 0.0 0.0 0.08
H -0.5318 3.2375 1.6922 0.0 0.0 0.0 0.04
H 0.4154 3.8088 3.0580 0.0 0.0 0.0 0.08
H 1.2120 3.4660 1.5023 0.0 0.0 0.0 0.04
H 1.0241 2.0899 4.8226 0.0 0.0 0.0 0.11
H 1.4367 -0.2796 6.0661 0.0 0.0 0.0 0.08
H 0.4822 -1.5660 5.3239 0.0 0.0 0.0 0.08
H 2.2102 -1.4663 5.0108 0.0 0.0 0.0 0.08
S 2.3461 1.4560 -0.0786 0.4 0.1 -0.1 0.08
Sb 2.6938 3.0402 -1.9314 0.0 -0.1 0.0 0.36
S 0.4070 1.7630 -2.4284 0.0 0.0 0.1 0.10
S -0.3687 2.8047 -0.8807 0.1 0.0 0.0 0.20
S 4.3892 2.1892 -3.1449 0.0 0.0 0.1 -0.29
O -5.8753 2.5992 -0.1028 0.1 -0.1 0.0 0.15
C -4.7946 2.0802 -0.1202 0.0 0.0 0.0 -0.22
C -3.8150 1.9727 1.0718 -0.1 0.0 -0.2 -0.26
O -4.0328 2.3148 2.2097 0.0 0.0 0.0 0.12
C -2.6317 1.3710 0.4699 0.1 0.0 0.4 -0.32
C -2.7880 1.0690 -0.8479 -0.1 -0.1 -0.3 -0.36
O -1.7863 0.4861 -1.4350 0.1 0.1 0.1 -0.29
C -4.1181 1.4211 -1.3453 0.0 0.0 0.1 -0.27
O -4.6211 1.2367 -2.4269 0.0 0.0 0.0 0.12
O -1.4751 1.0810 0.9990 -0.3 0.2 0.1 -0.24
I -1.8351 -3.7149 -7.9458 0.0 0.0 -0.1 0.84
C -1.2364 -3.2090 -6.0145 0.0 0.0 0.1 -0.74
C -0.8981 -1.8954 -5.7279 0.0 -0.1 0.0 -0.14
C -0.5087 -1.5643 -4.4379 -0.1 0.1 0.0 0.00
C -0.4420 -2.5388 -3.4517 0.1 -0.1 0.1 -0.12
C -0.7811 -3.8512 -3.7585 0.1 0.0 0.0 -0.01
C -1.1872 -4.1938 -5.0381 0.0 0.0 0.0 -0.15
C -0.0094 -2.2288 -2.0336 -0.1 0.2 -0.3 -0.54
O 0.2445 -3.1137 -1.2518 -0.1 -0.1 0.0 0.11
O 0.0403 -0.9256 -1.8380 0.0 -0.2 -0.1 -0.34
H -0.9460 -1.1358 -6.4952 0.0 0.0 0.0 0.09
H -0.2723 -0.5389 -4.1906 0.0 0.0 0.0 0.10
H -0.7175 -4.5978 -2.9778 0.0 0.0 0.0 0.12
H -1.4608 -5.2129 -5.2735 0.0 0.0 0.0 0.09
```
Forces are in eV/Å.

Values from the calculation:
Net charge: -1
Total energy, Eh: -4122.646145
LUMO, eV: 1.25
HOMO, hartree: -0.188
Relative energy (zero: lowest compared OMol25 entry of this formula, charge and spin), kJ/mol: 8.0
Gap between HOMO and LUMO, eV: 6.36

***

No. 2
ORCA calculation (the ωB97M-V functional and the def2-TZVPD basis) on the molecule C27H26Cl2N4O2S.

```
62
Properties=species:S:1:pos:R:3:forces:R:3:nbo_charge:R:1
C -1.3802 3.6041 -5.3855 0.1 0.0 0.0 -0.40
N -1.9669 2.8130 -4.3317 -0.2 0.1 -0.3 -0.43
C -3.3914 2.5849 -4.3640 0.0 -0.1 0.1 -0.40
C -1.2660 2.5852 -3.1753 0.2 -0.1 0.1 0.26
C -1.8560 1.9391 -2.0774 -0.1 0.0 -0.1 -0.28
C -1.1374 1.6631 -0.9335 0.2 0.3 0.1 -0.21
C 0.2060 2.0134 -0.8393 -0.3 0.0 -0.4 0.08
N 0.9678 1.7487 0.3153 0.2 0.2 -0.2 -0.61
C 0.8210 0.7542 1.2204 0.4 0.0 0.5 0.33
S 1.2837 1.0594 2.7940 0.5 0.6 0.1 -0.22
N 0.3843 -0.4762 0.8599 -0.2 0.3 0.0 -0.44
C 0.4714 -0.9825 -0.4971 0.2 0.0 -0.4 -0.21
C 1.9114 -1.0104 -1.0335 -0.2 0.0 0.0 -0.46
C 1.9041 -1.5068 -2.4512 0.1 0.0 0.1 0.07
C 2.2666 -2.8116 -2.7549 0.0 0.0 0.0 -0.24
C 2.2241 -3.2686 -4.0608 0.0 -0.1 -0.1 -0.20
C 1.8109 -2.4259 -5.0776 0.0 -0.1 -0.1 -0.22
C 1.4428 -1.1237 -4.7827 0.0 0.0 -0.1 -0.19
C 1.4892 -0.6670 -3.4784 0.0 0.0 0.0 -0.25
C 0.1847 -1.4362 1.9190 0.1 0.1 0.2 -0.13
C 1.4385 -2.0881 2.5059 0.1 -0.1 -0.1 -0.53
C 1.1447 -2.2133 3.9877 0.2 -0.2 -0.4 0.73
O 1.7179 -2.8909 4.7943 0.1 -0.1 0.2 -0.56
N 0.0559 -1.4071 4.2564 -0.3 0.0 0.5 -0.54
C -0.4559 -1.2007 5.5555 0.0 0.0 0.1 0.16
C 0.2822 -0.5098 6.5158 -0.4 -0.2 0.0 -0.04
Cl 1.8365 0.0965 6.1125 0.2 0.1 0.1 0.05
C -0.2373 -0.3058 7.7855 0.1 0.0 -0.1 -0.23
C -1.4978 -0.7826 8.0966 0.0 0.0 -0.1 -0.18
C -2.2443 -1.4732 7.1579 0.0 0.0 -0.1 -0.22
C -1.7173 -1.6855 5.8950 0.2 0.2 0.2 -0.04
Cl -2.6130 -2.5786 4.7301 -0.2 -0.2 0.0 0.03
C -0.5080 -0.8051 3.1338 -0.5 -0.3 -0.3 0.75
O -1.4948 -0.1192 3.1284 0.1 -0.1 0.0 -0.58
C 0.7960 2.6875 -1.9022 -0.1 -0.2 0.3 -0.20
C 0.0781 2.9701 -3.0449 -0.1 0.1 -0.1 -0.30
H -0.4566 3.1411 -5.7403 0.0 0.1 0.0 0.20
H -1.1577 4.6272 -5.0599 0.1 0.0 0.0 0.19
H -2.0695 3.6552 -6.2249 0.0 0.0 0.0 0.21
H -3.6139 1.5299 -4.1868 -0.1 0.0 0.0 0.20
H -3.9204 3.1858 -3.6156 -0.1 0.0 0.0 0.19
H -3.7773 2.8465 -5.3462 0.0 0.0 0.0 0.21
H -2.8934 1.6522 -2.1031 -0.1 0.0 0.0 0.22
H -1.6241 1.1895 -0.0932 -0.1 -0.1 0.1 0.24
H 1.4741 2.5420 0.6901 -0.1 -0.2 0.1 0.42
H 0.0699 -1.9973 -0.4988 0.0 0.1 0.0 0.21
H -0.1462 -0.3789 -1.1669 0.1 -0.3 0.0 0.23
H 2.5242 -1.6590 -0.4052 0.0 0.0 0.0 0.21
H 2.3259 -0.0017 -0.9969 0.0 0.0 0.1 0.22
H 2.5911 -3.4742 -1.9650 0.0 -0.1 0.1 0.21
H 2.5140 -4.2848 -4.2841 0.0 -0.1 0.0 0.21
H 1.7773 -2.7817 -6.0966 0.0 0.0 -0.1 0.21
H 1.1198 -0.4609 -5.5722 0.0 0.1 -0.1 0.21
H 1.2047 0.3510 -3.2529 0.0 0.1 0.0 0.22
H -0.5060 -2.2017 1.5440 0.1 0.1 0.1 0.23
H 1.6848 -3.0573 2.0754 0.0 0.0 0.1 0.24
H 2.2997 -1.4237 2.3999 -0.1 0.0 0.0 0.27
H 0.3480 0.2296 8.5152 0.1 0.1 0.1 0.23
H -1.9032 -0.6174 9.0826 0.0 0.0 0.1 0.22
H -3.2243 -1.8534 7.3975 -0.1 0.0 0.0 0.23
H 1.8297 2.9939 -1.8306 0.1 0.0 0.0 0.22
H 0.5775 3.4976 -3.8398 0.0 0.1 -0.1 0.22
```
Forces are in eV/Å.

Values from the calculation:
Net charge: 0
Total energy, Eh: -2732.606557
LUMO, eV: 0.51
HOMO, hartree: -0.281
Relative energy (zero: lowest compared OMol25 entry of this formula, charge and spin), kJ/mol: 10.1
Gap between HOMO and LUMO, eV: 8.15

***

No. 3
ORCA calculation (the ωB97M-V functional and the def2-TZVPD basis) on a structure of composition C27H26CoN5O5SSe.

```
66
Properties=species:S:1:pos:R:3:forces:R:3:nbo_charge:R:1
Co 0.6370 0.0180 0.2226 -0.2 0.5 0.1 1.20
O 2.0630 1.6875 -0.9281 0.0 0.2 -0.1 -0.72
C 2.1295 2.7098 0.0604 0.0 0.0 0.0 -0.07
C 0.7115 3.0621 0.4632 0.1 -0.2 0.0 -0.24
N -0.0780 1.8914 0.9012 -0.1 -0.1 -0.1 -0.47
C -1.4236 1.9319 0.2686 0.1 0.1 0.1 -0.35
C -1.4038 1.3203 -1.1173 0.2 -0.2 -0.1 0.78
O -2.1121 1.7576 -2.0139 0.0 -0.1 0.1 -0.68
O -0.6254 0.2933 -1.1803 -0.2 0.2 -0.3 -0.78
C -0.2769 1.8136 2.3594 0.0 0.0 -0.1 -0.34
C -0.7817 0.4128 2.7834 0.0 -0.1 0.0 0.76
O -1.2972 0.3502 3.9014 0.1 -0.1 -0.2 -0.71
O -0.5942 -0.5071 1.9290 -0.2 0.1 0.2 -0.80
H 2.9470 1.3548 -1.1094 0.0 0.0 0.1 0.48
H 2.5996 3.6091 -0.3474 0.1 0.1 0.0 0.17
H 2.7164 2.3825 0.9214 0.0 0.0 -0.1 0.17
H 0.2236 3.5137 -0.4016 0.0 0.0 0.0 0.21
H 0.7468 3.8107 1.2594 0.0 0.1 0.0 0.20
H -1.8283 2.9454 0.2564 0.0 0.1 0.0 0.19
H -2.0884 1.2961 0.8516 -0.1 0.0 0.1 0.25
H -0.9980 2.5642 2.6969 0.0 0.0 0.0 0.20
H 0.6595 2.0064 2.8795 0.0 0.0 0.0 0.20
S 5.5572 -5.4846 0.9991 0.1 -0.2 0.0 0.80
N 4.2987 -5.3267 -0.0249 0.1 0.0 0.1 -0.62
C 3.7394 -4.1662 0.2403 -0.2 0.3 0.0 0.12
C 2.5821 -3.6012 -0.4330 0.0 0.0 -0.1 -0.07
C 1.8876 -4.2157 -1.4551 0.1 0.0 0.1 -0.14
C 0.7988 -3.5664 -2.0348 0.0 0.1 0.0 -0.35
C 0.4400 -2.3028 -1.5656 0.0 -0.1 -0.1 0.11
N 1.0803 -1.6860 -0.5879 0.2 -0.3 0.1 -0.49
C 2.1546 -2.3141 0.0047 -0.1 0.1 -0.1 0.11
C 2.7793 -1.6113 1.0323 0.0 0.1 0.0 0.09
N 2.2413 -0.3663 1.3512 0.2 -0.2 0.0 -0.52
C 2.8265 0.3009 2.3330 0.2 -0.1 0.2 0.08
C 3.9362 -0.1403 3.0464 -0.1 0.2 0.0 -0.35
C 4.4841 -1.3881 2.7288 0.1 -0.2 0.0 -0.16
C 3.9138 -2.1331 1.7263 0.0 0.0 0.0 -0.05
C 4.3958 -3.4425 1.3040 -0.3 0.2 -0.1 0.13
N 5.4295 -4.0760 1.8092 0.0 -0.2 -0.1 -0.61
H 2.2051 -5.1963 -1.7913 0.0 0.0 0.0 0.22
H 0.2322 -4.0170 -2.8375 0.0 0.0 0.0 0.21
H -0.3915 -1.7569 -1.9943 0.0 0.0 0.0 0.24
H 2.3944 1.2554 2.5932 -0.1 0.0 0.0 0.18
H 4.3388 0.4782 3.8370 0.0 0.0 0.0 0.21
H 5.3418 -1.7833 3.2603 0.0 0.0 0.0 0.22
C -6.9229 -4.0563 -3.7904 0.0 0.0 0.0 -0.63
C -5.8892 -3.4420 -2.8842 0.0 0.0 0.0 0.01
C -4.8528 -4.2039 -2.3593 0.0 0.0 0.0 -0.25
C -3.9057 -3.6628 -1.4966 0.0 0.0 0.0 0.00
C -2.7929 -4.5482 -0.9943 0.0 0.1 -0.1 -0.64
C -4.0069 -2.2998 -1.1395 0.0 0.1 -0.1 -0.21
Se -2.7774 -1.5417 0.0725 0.0 -0.2 0.1 0.21
C -5.0369 -1.5021 -1.6958 0.0 0.0 0.0 0.01
C -5.1547 -0.0290 -1.4006 0.0 -0.1 0.0 -0.65
C -5.9585 -2.0938 -2.5481 0.0 0.0 0.0 -0.24
H -6.6474 -5.0736 -4.0697 0.0 0.0 0.0 0.21
H -7.0459 -3.4707 -4.7037 0.0 0.0 0.0 0.21
H -7.8961 -4.0957 -3.2947 0.0 0.0 0.0 0.21
H -4.7773 -5.2538 -2.6282 0.0 0.0 0.0 0.20
H -2.9902 -5.5912 -1.2480 0.0 0.0 0.0 0.20
H -2.6616 -4.4611 0.0821 0.0 0.0 0.0 0.24
H -1.8385 -4.2580 -1.4425 -0.1 0.0 0.1 0.23
H -4.2071 0.4892 -1.5506 0.0 0.0 0.0 0.26
H -5.4461 0.1364 -0.3606 0.0 0.0 0.0 0.22
H -5.9070 0.4261 -2.0479 0.0 0.0 0.0 0.20
H -6.7495 -1.4809 -2.9728 0.0 0.0 0.0 0.20
```
Forces are in eV/Å.

Values from the calculation:
Net charge: -1
Total energy, Eh: -5877.009704
LUMO (spin up / spin down), eV: 2.14 / 1.15
HOMO (spin up / spin down), hartree: -0.098 / -0.197
<S²>: 3.8117
Relative energy (zero: lowest compared OMol25 entry of this formula, charge and spin), kJ/mol: 110.1
Gap between HOMO and LUMO (spin up / spin down), eV: 4.82 / 6.50
Multiplicity: 4

***

> The highest net charge belongs to which entry?

C27H26Cl2N4O2S